(1)
Density functional theory data (ωB97M-V with the def2-TZVPD basis set) for a molecular structure, C13H52InN26O13.

Cartesian coordinates (Å):
In: -4.3188 -6.9834 4.1269
C: -6.8330 -7.0429 0.9209
O: -6.0970 -6.6211 1.8544
N: -6.9323 -8.3238 0.6782
N: -7.5878 -6.4159 0.1021
H: -7.5951 -8.6532 -0.0090
H: -6.5445 -8.9765 1.3443
H: -7.5780 -5.4062 0.0778
H: -7.8883 -6.9234 -0.7178
C: -3.0916 -6.6374 0.0961
O: -3.4083 -6.4348 1.2397
N: -1.8628 -6.8406 -0.3141
N: -3.8949 -6.5549 -0.8636
H: -1.2361 -6.7478 0.4724
H: -1.5894 -6.9573 -1.2794
H: -4.7518 -6.0381 -0.7269
H: -3.4778 -6.6838 -1.7744
C: -7.3555 -9.8691 3.7663
O: -6.5131 -9.0187 4.0500
N: -8.6556 -9.6894 3.7098
N: -7.0174 -11.0712 3.3481
H: -9.0776 -8.8772 4.1368
H: -9.2244 -10.2634 3.1038
H: -7.7263 -11.5767 2.8362
H: -6.0798 -11.3793 3.5627
C: -1.9679 -3.9156 3.2941
O: -2.1848 -5.0339 3.5002
N: -2.2853 -2.9794 4.1111
N: -1.4247 -3.4586 2.2721
H: -2.8327 -3.2793 4.9052
H: -2.2791 -2.0534 3.7080
H: -1.1874 -4.1074 1.5353
H: -1.3158 -2.4546 2.2580
C: -2.6992 -10.5963 5.0830
O: -3.4363 -9.6598 4.8982
N: -2.2036 -11.0062 6.1878
N: -2.3093 -11.2750 4.0721
H: -2.4586 -10.5375 7.0454
H: -1.6867 -11.8685 6.2849
H: -1.7116 -12.0748 4.2248
H: -2.4816 -11.0795 3.0963
C: -0.3560 -3.2788 7.6440
O: -0.1935 -3.2802 6.4560
N: 0.3409 -2.8248 8.6871
N: -1.4727 -3.7802 8.1063
H: -0.2676 -2.6618 9.4766
H: 1.2684 -2.4251 8.6890
H: -1.7369 -3.7630 9.0810
H: -2.1050 -4.1519 7.4119
C: -5.5363 -7.3364 8.0525
O: -5.1597 -7.2429 6.8812
N: -6.5242 -6.6375 8.5173
N: -5.0865 -8.1523 8.9607
H: -6.6201 -6.7696 9.5140
H: -7.0628 -6.0536 7.8936
H: -5.2922 -7.9529 9.9293
H: -4.4374 -8.8452 8.6163
C: -6.1077 -3.4685 3.1123
O: -5.2116 -4.3077 3.2860
N: -7.3488 -3.6984 3.1509
N: -5.8854 -2.2128 2.8724
H: -7.6014 -4.6748 3.2044
H: -8.0036 -3.0258 2.7782
H: -6.7287 -1.7322 2.5932
H: -4.9697 -1.9553 2.5330
C: -8.1913 -6.5466 5.4566
O: -7.3644 -6.4538 4.5547
N: -8.8628 -5.5563 6.0365
N: -8.5563 -7.5958 6.1326
H: -8.6448 -4.6349 5.6851
H: -9.6138 -5.6660 6.7028
H: -8.9807 -7.6416 7.0479
H: -8.2206 -8.4720 5.7587
C: -0.5051 -7.8083 2.9872
O: -1.6704 -7.8586 3.2576
N: 0.4088 -8.6705 3.1443
N: 0.1258 -6.7023 2.7269
H: 1.3212 -8.4016 2.8046
H: 0.1449 -9.6343 3.2905
H: 1.1171 -6.5924 2.8858
H: -0.4143 -5.8488 2.7216
C: -3.9672 -10.0584 1.1236
O: -4.3268 -9.3524 2.0532
N: -3.9258 -11.3721 1.3080
N: -3.6602 -9.7679 -0.1254
H: -3.8973 -11.8431 0.4150
H: -4.0520 -11.9480 2.1281
H: -3.7511 -8.8317 -0.4934
H: -3.4763 -10.5152 -0.7794
C: -5.0212 -3.3626 6.8072
O: -4.6150 -4.4102 6.2714
N: -4.8058 -2.1850 6.4461
N: -5.7853 -3.4388 7.8602
H: -4.5722 -2.1212 5.4656
H: -5.1885 -1.3817 6.9239
H: -5.9275 -4.3257 8.3220
H: -6.1396 -2.5757 8.2470
C: -1.0244 -7.0589 6.4402
O: -2.1517 -6.7163 6.1206
N: -0.7724 -8.0763 7.2038
N: 0.0247 -6.4601 6.0218
H: -1.5604 -8.5605 7.6099
H: 0.1928 -8.0108 7.4940
H: -0.0288 -5.7884 5.2694
H: 0.8590 -6.7741 6.4965

Calculated values
ΔE to the lowest compared entry with this formula, charge and spin in kJ/mol: 10.1
LUMO in eV: -10.95
HOMO in eV: -14.97
F_max in eV/Å: 9.4
Net charge: +3
DFT total energy in eV: -84839.1440
Molecular weight in g mol⁻¹: 895.55

(2)
Density functional theory data (ωB97M-V with the def2-TZVPD basis set) for a single C23H27NO2 molecule.

Cartesian coordinates (Å):
C: -3.1055 -2.6469 -1.3787
H: -4.1444 -2.8749 -1.6066
H: -2.4734 -3.1225 -2.1256
H: -2.9583 -1.5713 -1.4414
C: -2.7411 -3.1432 0.0218
C: -1.3176 -2.7885 0.3403
C: -1.0124 -1.5845 0.9602
C: 0.3006 -1.2258 1.2001
C: 1.3476 -2.0613 0.8263
C: 1.0401 -3.2754 0.2238
C: -0.2740 -3.6323 -0.0168
H: -0.4923 -4.5812 -0.4868
H: 1.8360 -3.9533 -0.0516
C: 2.7796 -1.6245 1.0073
N: 3.3491 -0.9221 -0.1480
C: 3.5585 -1.8017 -1.2819
H: 4.1336 -2.6677 -0.9572
H: 4.1378 -1.2699 -2.0370
H: 2.6222 -2.1486 -1.7399
C: 2.6004 0.2686 -0.5296
H: 2.9516 0.5750 -1.5191
C: 2.8975 1.4150 0.4428
O: 4.2796 1.6840 0.4581
H: 4.7227 0.8252 0.4081
C: 2.1685 2.7152 0.0678
O: 0.8040 2.6626 0.4110
C: -0.1299 2.1526 -0.4424
C: 0.0348 1.9506 -1.7914
C: -1.0165 1.4509 -2.5725
C: -2.2265 1.1493 -2.0187
C: -2.4384 1.3396 -0.6373
C: -3.6702 1.0316 -0.0223
C: -3.8511 1.2140 1.3203
C: -2.8079 1.7182 2.1109
C: -1.6032 2.0317 1.5444
C: -1.3861 1.8490 0.1643
H: -0.7955 2.4241 2.1423
H: -2.9638 1.8560 3.1709
H: -4.7977 0.9707 1.7812
H: -4.4716 0.6456 -0.6365
H: -3.0332 0.7672 -2.6272
H: -0.8497 1.3081 -3.6301
H: 0.9707 2.1727 -2.2794
H: 2.5943 3.5187 0.6754
H: 2.3348 2.9588 -0.9846
H: 2.5620 1.1414 1.4565
H: 1.5185 0.0832 -0.5892
H: 3.4188 -2.4912 1.1954
H: 2.8552 -0.9579 1.8698
H: 0.5094 -0.2865 1.6923
H: -1.8096 -0.9199 1.2584
H: -2.8771 -4.2258 0.0702
H: -3.4077 -2.6791 0.7514

Calculated values
ΔE to the lowest compared entry with this formula, charge and spin in kJ/mol: 110.6
LUMO in eV: 0.65
HOMO in eV: -7.95
SMILES: CCc1ccc(CN(C)C[C@@H](O)COc2cccc3ccccc23)cc1
F_max in eV/Å: 0.8
Net charge: 0
DFT total energy in eV: -29874.5124
Molecular weight in g mol⁻¹: 349.47

(3)
Density functional theory data (ωB97M-V with the def2-TZVPD basis set) for a single C8H13Cl3Si molecule.

Cartesian coordinates (Å):
Cl: -2.7565 -1.1898 -0.7113
Cl: -4.0159 1.0707 -2.8490
Cl: -3.0621 1.8953 0.3084
C: 0.4769 -1.8449 1.4875
C: -0.4279 -0.9103 1.7435
C: 1.7580 -1.6480 0.7260
C: -0.2453 0.4893 1.2959
C: 2.0909 -0.1582 0.4773
C: 0.3219 0.4022 -1.2780
C: 0.8299 0.6850 0.1797
C: -0.7717 1.2878 -1.8108
Si: -2.5589 0.7685 -1.3491
H: 0.3250 -2.7988 1.9976
H: -1.3325 -1.1087 2.3614
H: 1.6409 -2.1271 -0.2593
H: 2.5624 -2.1492 1.2733
H: -1.2057 0.8133 0.8432
H: -0.0824 1.2007 2.0836
H: 2.6352 0.2276 1.3351
H: 2.7820 -0.0683 -0.3654
H: 1.2258 0.4496 -1.9061
H: 0.0194 -0.6508 -1.3803
H: 1.1494 1.7514 0.1534
H: -0.6093 2.2987 -1.4401
H: -0.7496 1.3139 -2.9164

Calculated values
LUMO in eV: 0.56
HOMO in eV: -9.09
SMILES: Cl[Si](Cl)(Cl)CC[C@H]1CC=CCC1
F_max in eV/Å: 2.5
Net charge: 0
DFT total energy in eV: -53956.0026
Molecular weight in g mol⁻¹: 243.64